Below is an isolated molecule of C2H5NOS at a distorted geometry, with properties calculated with the ωB97M-V functional and the def2-TZVPD basis.

Output
SMILES: C=C[S@H](=N)=O
E_LUMO in eV: 0.322
Energy relative to the best compared isomer or geometry (same formula, charge and spin) in kcal/mol: 109.46
Maximum force in eV/Å: 6.98

The geometry in ORCA input format:
```
! wB97M-V def2-TZVPD RIJCOSX def2/J DEFGRID3
* xyz 0 1
C -1.762 -0.476 0.153
C -0.605 -0.180 -0.404
N 1.699 1.344 -0.032
O 1.948 -1.271 -0.046
S 1.049 0.028 0.227
H -2.784 -0.322 -0.292
H -1.808 -0.934 1.166
H -0.725 0.244 -1.307
H 2.183 1.369 -0.964
H 0.805 0.198 1.499
*
```

---

Below is a cluster of 2 separate species, C5H17N4 in total at a distorted geometry, with properties calculated with the ωB97M-V functional and the def2-TZVPD basis.

Output
E_LUMO in eV: -3.417
Energy relative to the best compared isomer or geometry (same formula, charge and spin) in kcal/mol: 1.81
Maximum force in eV/Å: 5.28

The geometry in ORCA input format:
```
! wB97M-V def2-TZVPD RIJCOSX def2/J DEFGRID3
* xyz 1 1
C -2.506 -1.358 0.239
C -1.980 0.360 2.129
C 1.985 1.766 -0.251
C 1.270 -0.604 -0.583
C -2.028 -0.053 0.683
N 2.588 -0.990 -1.151
N 0.428 -0.517 -1.799
N -1.540 0.652 -0.218
N 1.231 0.582 0.179
H -3.275 -1.168 -0.405
H -2.975 -1.918 1.132
H -1.574 -1.932 0.022
H -2.883 0.528 2.602
H -1.346 1.151 2.325
H -1.425 -0.422 2.727
H 2.962 1.747 0.238
H 1.854 1.598 -1.319
H 1.488 2.662 0.026
H 1.023 -1.428 0.030
H 3.039 -0.309 -1.760
H 3.243 -1.265 -0.360
H 0.359 0.400 -2.295
H 0.625 -1.268 -2.356
H -0.861 1.391 0.059
H -1.139 0.038 -1.094
H 1.437 0.356 1.201
*
```

---

Below is a structure of composition C63H80Cl8CuN4O7 at a distorted geometry, with properties calculated with the ωB97M-V functional and the def2-TZVPD basis.

Output
E_LUMO in eV: -5.124
Energy relative to the best compared isomer or geometry (same formula, charge and spin) in kcal/mol: 0.00
Maximum force in eV/Å: 2.48

The geometry in ORCA input format:
```
! wB97M-V def2-TZVPD RIJCOSX def2/J DEFGRID3
* xyz 1 1
C -11.803 4.963 0.758
N -10.457 4.929 1.361
C -9.567 3.964 1.051
C -8.243 4.070 1.436
C -7.773 5.208 2.070
C -8.773 6.016 2.638
C -10.070 5.935 2.169
C -6.341 5.578 2.210
C -5.383 4.611 2.411
C -4.031 4.946 2.384
N -3.704 6.248 2.357
C -4.629 7.234 2.203
C -5.961 6.947 2.100
C -2.301 6.620 2.655
H -11.928 4.152 0.040
H -11.814 5.857 0.138
H -12.579 4.794 1.499
H -9.945 3.180 0.413
H -7.569 3.302 1.077
H -8.594 6.917 3.209
H -10.666 6.820 2.347
H -5.770 3.612 2.561
H -3.239 4.222 2.252
H -4.242 8.237 2.295
H -6.738 7.695 2.055
H -1.595 5.908 2.232
H -2.227 6.570 3.741
H -2.122 7.600 2.225
Cu -1.200 4.097 -1.944
C 4.132 1.278 -1.036
C 3.247 0.113 -0.609
C 2.124 0.451 0.399
C 0.800 0.909 -0.180
N -0.259 1.335 0.805
C -0.344 0.255 1.912
C -1.696 0.466 2.510
C -2.619 0.883 1.381
C -1.672 1.218 0.239
C -0.075 2.774 1.197
H 3.547 1.824 -1.774
H 5.119 1.043 -1.429
H 4.342 1.961 -0.207
H 3.899 -0.676 -0.223
H 2.853 -0.374 -1.504
H 2.446 1.202 1.125
H 1.916 -0.428 1.016
H 0.429 0.249 -0.967
H 1.021 1.804 -0.769
H 0.430 0.527 2.627
H -0.182 -0.688 1.397
H -1.733 1.139 3.365
H -2.167 -0.447 2.881
H -3.244 1.703 1.751
H -3.342 0.108 1.130
H -2.013 2.092 -0.313
H -1.659 0.383 -0.460
H 0.817 2.744 1.818
H -0.998 3.143 1.636
H 0.081 3.390 0.330
C 1.892 5.294 -0.728
O 0.706 5.696 -1.317
H 2.727 5.480 -1.424
H 2.135 5.772 0.231
H 1.887 4.194 -0.630
C -0.955 0.640 -3.284
O -1.285 1.817 -2.660
H -0.813 -0.281 -2.673
H -1.905 0.333 -3.771
H -0.137 0.586 -4.020
O -2.277 4.605 -0.002
H -3.004 4.744 -0.624
Cl -1.135 0.955 6.187
C -0.734 -0.430 7.294
C -1.923 -0.546 8.302
Cl -2.189 -2.292 8.387
H 0.276 -0.182 7.612
H -0.647 -1.293 6.645
H -2.864 -0.134 7.953
H -1.656 -0.049 9.232
Cl 1.772 -1.580 -6.387
C 2.413 0.062 -6.305
C 2.735 0.346 -4.833
Cl 3.045 2.080 -4.450
H 1.705 0.747 -6.761
H 3.374 0.107 -6.813
H 3.559 -0.341 -4.626
H 1.959 0.005 -4.149
Cl 2.463 -2.331 5.977
C 2.425 -3.726 4.823
C 1.055 -4.074 4.291
Cl 0.519 -2.737 3.159
H 2.926 -4.555 5.321
H 3.133 -3.471 4.036
H 0.331 -4.130 5.100
H 1.144 -5.058 3.836
Cl 2.412 2.012 3.850
C 3.003 1.461 5.460
C 4.218 0.573 5.209
Cl 5.357 0.717 6.594
H 2.172 1.121 6.072
H 3.384 2.355 5.951
H 4.784 0.931 4.354
H 4.018 -0.483 5.053
C 2.505 -5.419 -3.278
C 1.946 -4.495 -4.353
C 0.526 -3.896 -4.029
C 0.618 -2.890 -2.951
N 0.785 -2.104 -2.131
H 2.893 -6.344 -3.708
H 1.669 -5.783 -2.677
H 3.296 -4.972 -2.682
H 1.871 -5.047 -5.294
H 2.579 -3.659 -4.652
H -0.083 -4.719 -3.651
H 0.068 -3.402 -4.883
C -2.523 -2.995 -2.573
C -3.007 -4.178 -3.096
C -3.274 -5.232 -2.210
C -3.159 -5.053 -0.851
C -2.690 -3.844 -0.340
C -2.313 -2.838 -1.219
C -2.571 -3.544 1.091
O -2.419 -2.443 1.576
C -2.744 -4.707 2.029
C -2.360 -4.657 3.397
C -2.489 -5.712 4.272
C -3.002 -6.899 3.749
C -3.390 -7.025 2.444
C -3.177 -5.978 1.546
C -3.527 -6.161 0.097
O -4.027 -7.191 -0.291
H -2.305 -2.180 -3.254
H -3.150 -4.291 -4.161
H -3.763 -6.099 -2.638
H -1.868 -1.940 -0.813
H -1.990 -3.690 3.717
H -2.214 -5.647 5.314
H -3.037 -7.835 4.296
H -3.744 -7.990 2.110
C 7.698 -0.056 -1.303
C 8.866 0.426 -1.867
C 9.174 0.284 -3.205
C 8.306 -0.467 -3.997
C 7.199 -1.105 -3.435
C 6.919 -0.919 -2.080
C 6.248 -1.933 -4.279
O 5.183 -2.323 -3.862
C 6.694 -2.202 -5.689
C 5.902 -2.976 -6.516
C 6.370 -3.410 -7.729
C 7.551 -2.925 -8.233
C 8.386 -2.143 -7.406
C 7.924 -1.712 -6.169
C 8.798 -0.819 -5.386
O 9.866 -0.426 -5.793
H 7.431 0.094 -0.267
H 9.591 1.049 -1.353
H 10.069 0.755 -3.579
H 6.102 -1.434 -1.592
H 4.914 -3.324 -6.242
H 5.716 -4.021 -8.341
H 7.909 -3.296 -9.185
H 9.311 -1.819 -7.859
*
```

---

Below is a structure of composition C4H11NiO3 at a distorted geometry, with properties calculated with the ωB97M-V functional and the def2-TZVPD basis.

Output
E_LUMO (spin up / spin down) in eV: -4.613 / -5.059
Energy relative to the best compared isomer or geometry (same formula, charge and spin) in kcal/mol: 32.68
Maximum force in eV/Å: 3.83

The geometry in ORCA input format:
```
! wB97M-V def2-TZVPD RIJCOSX def2/J DEFGRID3
* xyz 1 3
O 0.575 -1.141 0.774
C 1.362 -1.212 -0.400
C 0.925 -0.100 -1.333
O 0.820 1.116 -0.581
C 0.393 2.236 -1.353
Ni 0.372 0.737 1.268
H 1.210 -2.177 -0.908
H 2.437 -1.126 -0.180
H -0.074 -0.329 -1.735
H 1.641 0.046 -2.155
H 0.290 3.099 -0.689
H 1.129 2.435 -2.144
H -0.585 2.039 -1.812
O -1.293 0.154 1.647
H -0.722 -1.319 1.091
C -2.525 0.826 1.701
H -3.238 0.449 0.949
H -2.950 0.720 2.713
H -2.416 1.911 1.537
*
```

---

Below is a structure of composition C19H20ClIrNOP at a distorted geometry, with properties calculated with the ωB97M-V functional and the def2-TZVPD basis.

Output
E_LUMO (spin up / spin down) in eV: -9.880 / -14.081
Maximum force in eV/Å: 5.36

The geometry in ORCA input format:
```
! wB97M-V def2-TZVPD RIJCOSX def2/J DEFGRID3
* xyz 3 6
Ir 0.960 2.227 0.460
Cl -0.865 3.400 1.369
C 2.684 1.553 0.429
O 3.772 1.121 0.409
P 0.158 0.261 0.092
C -0.311 -0.103 -1.647
C 1.128 -1.248 0.491
C -1.308 0.075 1.156
C 0.788 -2.098 1.552
C 1.502 -3.282 1.768
C 2.589 -3.610 0.954
C 2.945 -2.757 -0.095
C 2.212 -1.590 -0.335
H -0.045 -1.846 2.204
H 1.210 -3.946 2.580
H 3.155 -4.528 1.137
H 3.805 -3.001 -0.727
H 2.483 -0.954 -1.182
C -0.461 0.980 -2.523
C -0.907 0.788 -3.829
C -1.144 -0.504 -4.302
C -0.927 -1.600 -3.454
C -0.513 -1.415 -2.126
H -0.228 2.002 -2.214
H -1.049 1.668 -4.466
H -1.486 -0.646 -5.333
H -1.079 -2.608 -3.827
H -0.336 -2.276 -1.474
C -2.497 -0.468 0.661
C -3.590 -0.612 1.518
C -3.531 -0.162 2.842
C -2.356 0.440 3.309
C -1.242 0.528 2.485
H -2.562 -0.768 -0.382
H -4.504 -1.069 1.145
H -4.392 -0.266 3.501
H -2.315 0.858 4.321
H -0.346 1.037 2.854
H 0.141 3.608 -1.608
H 0.271 3.360 -0.854
N 1.925 4.127 0.744
H 2.616 4.284 0.007
H 2.398 4.124 1.657
H 1.251 4.913 0.732
*
```

---

Below is an isolated molecule of C6H13N, with properties calculated with the ωB97M-V functional and the def2-TZVPD basis.

Output
SMILES: CCC/C(C)=N/C
E_LUMO in eV: 1.070
Energy relative to the best compared isomer or geometry (same formula, charge and spin) in kcal/mol: 9.82
Maximum force in eV/Å: 0.40

The geometry in ORCA input format:
```
! wB97M-V def2-TZVPD RIJCOSX def2/J DEFGRID3
* xyz 0 1
C -0.878 2.875 0.368
C -0.636 1.361 0.297
N -0.358 -1.343 -1.007
C -0.570 -2.737 -0.682
C 0.515 -0.652 -0.394
C 1.465 -1.149 0.683
C 0.477 0.844 -0.634
H -1.745 3.156 -0.238
H -1.090 3.188 1.396
H -0.024 3.462 0.017
H -0.449 0.965 1.303
H -0.248 -3.367 -1.518
H -0.075 -3.092 0.232
H -1.649 -2.891 -0.565
H 2.025 -0.319 1.122
H 0.930 -1.658 1.493
H 2.187 -1.864 0.272
H -1.546 0.864 -0.050
H 0.226 1.041 -1.681
H 1.445 1.315 -0.416
*
```

---

Below is a cluster of 10 separate species, C20H61N10O13 in total at a distorted geometry, with properties calculated with the ωB97M-V functional and the def2-TZVPD basis.

Output
E_LUMO in eV: 1.857
Maximum force in eV/Å: 10.46

The geometry in ORCA input format:
```
! wB97M-V def2-TZVPD RIJCOSX def2/J DEFGRID3
* xyz -1 1
C -0.699 -1.203 1.565
C 0.116 -2.361 0.855
O -0.591 -2.910 -0.213
H -0.825 -0.297 0.973
H -0.214 -1.013 2.522
H -1.734 -1.529 1.670
H 0.423 -3.058 1.635
H 1.063 -1.921 0.541
C 3.750 0.998 3.267
C 5.018 1.821 3.035
C 5.690 1.559 1.629
O 6.952 2.286 1.516
C 7.952 1.757 2.355
N 4.573 3.200 3.235
H 3.016 1.145 2.475
H 3.270 1.161 4.232
H 4.104 -0.033 3.249
H 5.698 1.662 3.871
H 5.024 1.940 0.854
H 5.791 0.478 1.534
H 7.650 1.417 3.346
H 8.727 2.479 2.610
H 8.408 0.954 1.777
H 3.846 3.324 2.545
H 4.040 3.148 4.091
C 0.332 2.500 -3.051
C 0.982 2.487 -4.433
C 0.408 3.578 -5.371
O -1.005 3.588 -5.326
C -1.518 4.780 -5.919
N 2.421 2.588 -4.196
H 0.615 1.637 -2.448
H -0.756 2.495 -3.117
H 0.543 3.364 -2.420
H 0.756 1.503 -4.843
H 0.781 3.571 -6.395
H 0.681 4.559 -4.982
H -1.403 5.653 -5.277
H -2.599 4.747 -6.055
H -1.075 4.876 -6.910
H 2.657 3.305 -3.525
H 2.980 2.849 -4.996
C -4.867 4.980 -1.129
C -5.029 3.699 -0.307
O -6.081 3.839 0.615
O -4.402 6.066 -0.382
H -5.777 5.284 -1.646
H -4.180 4.872 -1.969
H -4.175 3.306 0.245
H -5.478 2.906 -0.906
H -5.955 4.697 1.027
H -4.882 6.099 0.449
C -0.206 5.535 2.079
C 0.306 6.434 0.926
O 1.516 7.149 1.160
O 0.553 4.317 2.196
H -1.240 5.209 1.961
H -0.083 6.121 2.990
H -0.453 7.189 0.721
H 0.432 5.798 0.049
H 2.196 6.617 0.742
H 0.182 3.808 2.920
C 1.082 -9.063 2.290
C 1.198 -7.850 1.398
O 0.503 -7.996 0.186
O -0.089 -8.990 3.079
H 1.818 -9.048 3.093
H 1.107 -10.050 1.827
H 2.261 -7.674 1.237
H 0.845 -6.926 1.857
H 0.837 -8.774 -0.266
H -0.076 -8.186 3.605
C 2.333 -5.190 -4.019
O 1.440 -5.976 -3.839
N 2.473 -4.075 -3.420
N 3.339 -5.458 -4.776
H 3.286 -3.506 -3.607
H 1.813 -3.808 -2.704
H 3.358 -6.368 -5.212
H 4.200 -4.952 -4.928
C -3.573 -5.670 3.664
O -3.535 -5.770 2.466
N -2.769 -4.991 4.395
N -4.457 -6.181 4.472
H -2.727 -5.018 5.404
H -2.059 -4.506 3.866
H -5.173 -6.589 3.888
H -4.285 -6.204 5.467
C -3.626 0.811 4.599
O -2.929 1.817 4.889
N -3.670 -0.240 5.258
N -4.723 0.782 3.854
H -4.183 -1.064 4.981
H -3.114 -0.412 6.083
H -5.083 1.641 3.465
H -5.198 -0.094 3.685
C -2.417 -1.942 -5.462
O -2.513 -3.145 -5.400
N -2.040 -1.199 -4.439
N -2.592 -1.232 -6.556
H -1.948 -0.196 -4.365
H -1.837 -1.805 -3.657
H -2.667 -0.225 -6.577
H -2.828 -1.691 -7.424
*
```

---

Below is a cluster of 4 separate species, C2H12O4 in total at a distorted geometry, with properties calculated with the ωB97M-V functional and the def2-TZVPD basis.

Output
SMILES: CCO.O.O.O
E_LUMO in eV: 0.252
Energy relative to the best compared isomer or geometry (same formula, charge and spin) in kcal/mol: 30.55
Maximum force in eV/Å: 3.12

The geometry in ORCA input format:
```
! wB97M-V def2-TZVPD RIJCOSX def2/J DEFGRID3
* xyz 0 1
C 2.070 -0.237 0.975
O 1.104 -1.203 1.448
C 1.552 1.144 0.788
H 2.863 -0.221 1.685
H 2.364 -0.630 0.009
H 0.803 -0.919 2.260
H 1.063 1.404 1.658
H 2.222 1.898 0.519
H 0.885 1.198 -0.059
H -0.378 2.017 -1.926
H -0.432 0.785 -2.989
O -0.029 1.676 -2.776
H -1.336 -2.395 -0.146
H -0.707 -3.236 1.039
O -1.495 -2.976 0.599
H -2.735 0.696 -1.047
H -2.486 2.184 -1.220
O -2.563 1.476 -0.566
*
```